[1]
C53H51CsI2N5O2PS3Si2Te | ωB97M-V with the def2-TZVPD basis set

Results
Total charge   -2
Kohn-Sham gap   3.608 eV

Last column: Löwdin charge in e.
Positions of all 121 atoms, in Å:
Cs -1.110 -0.586 0.903  0.827
N 4.073 0.217 -0.532  0.184
C 3.710 0.460 -1.843  -0.206
C 4.453 0.693 -2.995  -0.037
C 3.738 0.902 -4.160  -0.104
C 2.335 0.887 -4.176  -0.084
C 1.604 0.649 -3.029  -0.007
C 2.310 0.419 -1.849  -0.220
N 1.834 0.108 -0.584  0.182
C 2.902 -0.013 0.150  -0.309
C 2.902 -0.279 1.588  -0.345
C 3.876 0.091 2.466  -0.363
S 3.418 -0.363 4.049  1.018
C 1.960 -1.021 3.420  -0.448
N 1.823 -0.913 2.140  0.026
H 4.961 -0.153 -0.237  0.144
H 5.535 0.704 -2.985  0.100
H 4.274 1.078 -5.085  0.091
H 1.818 1.051 -5.112  0.099
H 0.524 0.626 -3.020  0.088
H 4.779 0.640 2.263  0.073
H 1.212 -1.463 4.061  0.074
I -0.044 3.683 5.201  0.902
C -0.730 1.753 5.593  -0.651
C -1.061 1.403 6.899  -0.271
C -1.526 0.150 7.205  -0.700
I -1.999 -0.275 9.198  0.812
C -1.670 -0.823 6.181  -0.225
C -2.158 -2.133 6.386  -0.068
C -2.266 -3.000 5.336  -0.054
C -1.864 -2.568 4.060  -0.143
N -1.401 -1.363 3.841  0.036
C -1.313 -0.475 4.853  -0.157
C -0.830 0.876 4.485  -0.499
O -0.559 1.180 3.303  -0.199
H -0.951 2.142 7.682  0.064
H -2.453 -2.435 7.383  0.046
H -2.654 -4.000 5.471  0.099
H -1.943 -3.227 3.200  0.086
O -1.264 -0.496 -1.928  -0.157
C -0.852 -1.466 -2.488  -0.239
C -0.241 -2.418 -3.159  -0.234
C -0.465 -2.534 -4.615  -0.082
C 0.097 -3.532 -5.327  -0.160
C 0.925 -4.541 -4.734  -0.168
C 1.144 -4.458 -3.376  -0.178
C 0.640 -3.455 -2.547  -0.385
P 0.971 -3.369 -0.809  1.069
C 0.741 -5.094 -0.197  -0.345
C -0.545 -5.416 0.243  -0.095
C -0.849 -6.695 0.682  -0.090
C 0.132 -7.679 0.697  -0.116
C 1.414 -7.373 0.264  -0.108
C 1.715 -6.092 -0.180  -0.104
C 2.811 -3.229 -0.683  -0.359
C 3.437 -3.310 0.565  -0.123
C 4.806 -3.144 0.695  -0.106
C 5.588 -2.894 -0.429  -0.128
C 4.979 -2.798 -1.672  -0.105
C 3.603 -2.953 -1.796  -0.081
H -1.105 -1.807 -5.097  0.091
H -0.102 -3.567 -6.394  0.081
H 1.336 -5.348 -5.324  0.055
H 1.761 -5.220 -2.903  0.094
H -1.313 -4.649 0.240  0.046
H -1.854 -6.916 1.018  0.100
H -0.102 -8.678 1.044  0.088
H 2.185 -8.135 0.267  0.090
H 2.719 -5.868 -0.519  0.097
H 2.835 -3.500 1.448  0.105
H 5.265 -3.211 1.675  0.097
H 6.662 -2.782 -0.333  0.088
H 5.572 -2.598 -2.557  0.097
H 3.125 -2.881 -2.767  0.103
S -3.674 -3.077 0.473  0.390
C -4.586 -1.653 0.649  -1.195
N -4.166 -0.443 0.914  -0.079
C -5.194 0.467 0.986  -0.335
C -5.032 1.827 1.257  -0.026
C -6.144 2.649 1.294  -0.115
C -7.423 2.137 1.064  -0.133
C -7.600 0.788 0.794  -0.123
C -6.487 -0.040 0.757  -0.506
S -6.361 -1.742 0.451  0.942
H -4.034 2.212 1.427  0.096
H -6.021 3.704 1.507  0.089
H -8.282 2.796 1.098  0.083
H -8.591 0.390 0.615  0.093
C -0.246 4.056 -4.178  -0.184
Si -1.983 3.972 -3.483  0.366
C -3.061 5.228 -4.380  -0.192
C -2.698 2.264 -3.718  -0.176
C -1.932 4.411 -1.659  -0.589
Te -1.026 2.811 -0.560  1.205
C -0.376 3.970 1.125  -0.579
Si 1.332 4.689 0.879  0.377
C 1.399 5.718 -0.694  -0.191
C 1.776 5.808 2.324  -0.198
C 2.588 3.311 0.765  -0.162
H -0.237 3.802 -5.241  0.029
H 0.414 3.357 -3.661  0.007
H 0.175 5.058 -4.069  0.026
H -3.099 5.013 -5.450  0.022
H -2.677 6.242 -4.254  0.022
H -4.083 5.204 -3.998  0.025
H -2.761 2.013 -4.780  0.034
H -3.702 2.192 -3.296  0.043
H -2.093 1.496 -3.233  -0.002
H -2.926 4.598 -1.250  0.005
H -1.320 5.303 -1.514  -0.006
H -0.389 3.269 1.966  -0.040
H -1.148 4.716 1.319  0.015
H 0.691 6.549 -0.663  0.026
H 1.171 5.102 -1.566  0.005
H 2.399 6.137 -0.833  0.026
H 1.010 6.570 2.483  0.026
H 2.727 6.316 2.149  0.021
H 1.865 5.226 3.242  -0.026
H 2.421 2.712 -0.133  0.014
H 2.503 2.650 1.630  0.035
H 3.606 3.705 0.730  0.036

---

[2]
C8H13NS | ωB97M-V with the def2-TZVPD basis set

Results
Total charge   0
Kohn-Sham gap   8.758 eV

Last column: natural (NBO) charge in e.
Positions of all 23 atoms, in Å:
C 1.609 -1.254 2.587  -0.592
C 1.372 -0.706 1.168  -0.057
C 1.894 0.716 1.015  -0.415
C 1.150 1.714 -0.059  -0.311
S 1.338 1.766 -1.894  0.260
C -0.232 2.472 -1.984  -0.394
C -0.998 2.324 -0.794  -0.208
C -0.345 1.488 0.282  -0.285
C -0.857 0.004 0.167  -0.209
N -0.119 -0.799 1.083  -0.631
H 1.532 -0.536 3.444  0.211
H 1.084 -2.202 2.766  0.214
H 2.599 -1.526 2.685  0.194
H 1.739 -1.378 0.461  0.174
H 2.003 1.167 2.017  0.223
H 2.936 0.490 0.723  0.217
H 1.358 2.759 0.180  0.223
H -0.509 3.076 -2.818  0.232
H -1.893 2.837 -0.448  0.218
H -0.638 1.918 1.268  0.224
H -0.684 -0.303 -0.844  0.163
H -1.896 -0.102 0.366  0.200
H -0.269 -1.752 0.801  0.348

---

[3]
C6H16O2 | ωB97M-V with the def2-TZVPD basis set

Results
Total charge   0
Kohn-Sham gap   10.704 eV

Last column: natural (NBO) charge in e.
Positions of all 24 atoms, in Å:
C -0.822 2.193 0.110  -0.624
C -1.043 0.782 0.398  -0.213
C -2.449 0.416 0.446  -0.588
C -0.432 -0.224 -0.581  -0.410
C 0.013 -1.506 0.153  -0.430
C 1.566 -1.700 0.340  -0.055
O 2.225 -2.273 -0.723  -0.707
H -1.124 3.030 0.653  0.221
H -1.215 2.300 -0.934  0.187
H 0.301 2.216 0.049  0.235
H -0.587 0.575 1.432  0.181
H -2.939 0.648 -0.541  0.197
H -3.010 0.920 1.229  0.202
H -2.574 -0.706 0.669  0.198
H 0.276 0.369 -1.082  0.208
H -1.066 -0.476 -1.404  0.201
H -0.320 -1.513 1.245  0.207
H -0.420 -2.296 -0.402  0.208
H 2.138 -0.756 0.501  0.169
H 1.751 -2.374 1.222  0.145
H 1.910 -3.254 -0.548  0.460
O 2.391 1.512 -0.759  -0.930
H 3.134 1.383 -0.219  0.468
H 2.295 0.733 -1.253  0.471